# 1
This record from OMol25 describes a 2-piece molecular cluster, C5H16N2O overall at a distorted geometry. The level of theory is ωB97M-V with the def2-TZVPD basis set.

Geometry (Å):
O  1.64127  1.71458  -3.12899
N  -0.36822  -2.40675  -0.42281
N  -0.25002  2.80987  0.82175
C  1.03716  -2.56334  -0.02800
C  0.38329  1.51818  0.78127
C  -0.43525  0.34141  1.38752
C  -0.83252  -1.06543  -0.72443
C  -1.45042  -0.30451  0.45653
H  -0.37055  3.18791  1.74696
H  -2.08203  0.47782  0.02794
H  0.26518  -0.38432  1.81523
H  1.47989  -1.60522  0.23412
H  -0.93860  0.77958  2.25039
H  1.16791  2.44682  -2.72323
H  -2.11378  -0.97904  0.99991
H  1.31617  1.54549  1.35091
H  -0.97752  -2.86862  0.23477
H  0.69247  1.28230  -0.24136
H  1.81077  1.11019  -2.40192
H  1.10248  -3.29791  0.76537
H  -1.12021  2.83758  0.31266
H  0.00552  -0.50195  -1.11781
H  -1.57567  -1.14780  -1.52354
H  1.61266  -2.92683  -0.87324

Gap between HOMO and LUMO, Ha: 0.3452
ΔE to the lowest compared entry with this formula, charge and spin, kcal/mol: 21.83
M, g/mol: 120.2
LUMO level, eV: 0.88
HOMO energy, eV: -8.51

In elementary charge units, the Mulliken charges are:
1 O -0.65
2 N -0.30
3 N -0.58
4 C -0.77
5 C -0.08
6 C -0.58
7 C -0.46
8 C -0.49
9 H 0.26
10 H 0.29
11 H 0.27
12 H 0.22
13 H 0.35
14 H 0.34
15 H 0.33
16 H 0.32
17 H 0.27
18 H -0.24
19 H 0.31
20 H 0.31
21 H 0.22
22 H 0.14
23 H 0.27
24 H 0.26



# 2
This record from OMol25 describes a 14-piece molecular cluster, C4H26BO21 overall at a distorted geometry. The level of theory is ωB97M-V with the def2-TZVPD basis set.

Geometry (Å):
O  0.33768  -0.93507  0.79966
O  6.56469  5.02417  7.09730
O  -0.07077  -3.07657  0.18212
O  1.76782  2.89509  -0.08130
O  6.59187  7.06396  2.64679
O  -1.16208  3.02126  8.60717
O  3.40818  -4.61132  -4.78168
O  4.95337  -4.98260  -0.15551
O  -0.39789  -0.65545  -5.15331
O  -2.85940  -1.91657  0.00433
O  0.16547  1.27702  -0.15390
O  -4.89423  -8.37868  1.49642
O  -5.51174  -0.31007  5.14025
O  -1.76312  -0.03755  0.52820
O  -0.22285  1.02063  2.09817
O  -1.78948  -6.33184  -5.83745
O  6.53494  3.08826  -4.50027
O  0.58679  8.13712  -2.46006
O  -9.04500  -2.58109  -2.85073
O  -6.34644  1.22073  -2.57803
O  1.10119  2.63765  2.90339
C  -0.38275  -1.89287  0.37495
C  -1.85107  -1.32247  0.28487
C  0.96155  2.15582  0.47042
C  0.58169  2.00997  1.97445
B  -0.38879  0.32677  0.83133
H  1.27634  7.55604  -2.13895
H  7.50731  6.86689  2.44837
H  -4.20025  -8.86549  1.05186
H  -9.21414  -1.80706  -3.38784
H  -0.12000  0.03337  -4.54955
H  -1.34368  -7.16462  -5.68258
H  6.62907  4.12819  6.76670
H  4.22279  -5.35681  0.33688
H  -4.90431  -1.03830  5.01011
H  3.23023  -5.03245  -3.94072
H  6.02214  2.70411  -5.21140
H  -1.03856  2.24424  8.06198
H  -5.17926  -7.72760  0.85526
H  -0.00519  8.24159  -1.71518
H  5.88152  3.39329  -3.87082
H  4.64196  -4.11951  -0.42816
H  -1.75707  -5.88168  -4.99333
H  0.37896  -1.20309  -5.26655
H  -8.49891  -2.26046  -2.13295
H  -0.33712  3.11367  9.08373
H  4.33456  -4.78685  -4.94672
H  -5.60667  0.88142  -2.07421
H  6.12782  6.24398  2.47791
H  -6.10372  1.07038  -3.49165
H  6.39801  5.55577  6.31894
H  -5.21145  0.36466  4.53131

Net charge: -1
Gap between HOMO and LUMO, Ha: 0.3483
ΔE to the lowest compared entry with this formula, charge and spin, kcal/mol: 64.26
M, g/mol: 421.0
LUMO level, eV: 1.89
HOMO energy, eV: -7.58

In elementary charge units, the Mulliken charges are:
1 O -0.50
2 O -0.64
3 O -0.68
4 O -0.65
5 O -0.65
6 O -0.64
7 O -0.64
8 O -0.65
9 O -0.64
10 O -0.63
11 O -0.44
12 O -0.64
13 O -0.64
14 O -0.46
15 O -0.46
16 O -0.64
17 O -0.64
18 O -0.64
19 O -0.64
20 O -0.65
21 O -0.65
22 C 0.62
23 C 0.65
24 C 0.64
25 C 0.57
26 B 0.98
27 H 0.32
28 H 0.32
29 H 0.32
30 H 0.32
31 H 0.33
32 H 0.31
33 H 0.32
34 H 0.32
35 H 0.32
36 H 0.32
37 H 0.32
38 H 0.32
39 H 0.32
40 H 0.32
41 H 0.33
42 H 0.33
43 H 0.33
44 H 0.32
45 H 0.33
46 H 0.32
47 H 0.32
48 H 0.33
49 H 0.33
50 H 0.32
51 H 0.32
52 H 0.32